(1)
Below is a 3-piece molecular cluster, C19H40BN2O12S2 overall, with properties calculated with ωB97M-V/def2-TZVPD.

Each line ends with the Löwdin charge.
Geometry (Å):
S 3.83565 5.22890 3.03270  0.57
S -0.39178 -5.15978 -5.47418  0.56
O 3.85933 6.63510 2.29997  -0.26
O 0.70780 0.12334 -2.44345  0.14
O -3.69416 -1.57092 1.17946  0.26
O 4.81058 5.20959 4.07406  -0.26
O 1.41827 -1.80934 2.71231  0.13
O 2.47270 4.88615 3.32409  -0.29
O -4.50730 0.09928 2.62475  0.24
O 0.47107 -6.29127 -5.35500  -0.26
O -0.90971 -4.51795 -4.29931  -0.30
O -1.59108 -5.51898 -6.44684  -0.26
O 1.81195 -1.29924 -0.07390  0.15
O 0.33286 -3.72785 3.15825  0.14
N -2.11045 0.16474 2.16757  0.11
N -0.41788 -1.06970 -0.74828  0.03
C 0.36379 -3.94220 -6.49505  -0.12
C -0.33354 -0.40000 -2.05940  -0.41
C -0.90099 -0.59657 1.70903  -0.15
C -0.87392 -2.08050 2.01140  -0.02
C -1.07883 2.51048 1.78276  -0.09
C 4.01040 8.29120 4.12592  -0.07
C -2.11985 1.42631 1.36871  -0.20
C -1.57487 -0.38472 -2.90949  0.02
C -2.38197 -6.69380 -6.14950  -0.24
C 0.83568 -1.80444 -0.56917  -0.45
C -0.57326 -0.05162 0.29813  -0.20
C 3.21545 7.75500 2.95258  -0.24
C 0.42595 -2.49345 2.64987  -0.50
C 4.41849 4.26206 1.68268  -0.12
C 0.80994 -3.21645 -1.07321  0.04
C 1.15096 2.08615 2.95681  -0.08
C -1.76450 0.87667 0.00151  -0.06
C -3.32240 -6.49312 -4.97827  -0.07
C -0.35275 2.32026 3.13534  -0.20
B -3.49730 -0.48179 1.93904  -0.67
H 4.06777 7.56555 4.93520  0.07
H 1.80682 -3.40480 -1.44696  0.10
H -3.96507 -7.36590 -4.86667  0.08
H 0.12546 -3.32752 -1.90588  0.08
H -3.07121 1.93151 1.38789  0.15
H -1.88611 0.65058 -2.99416  0.09
H -0.74321 1.48228 3.71016  0.09
H -2.94933 -6.88523 -7.05694  0.12
H -2.77568 -6.35273 -4.04730  0.07
H -1.00855 -2.66934 1.10725  0.13
H -2.38360 -0.97847 -2.51220  0.08
H -2.54711 0.31651 -0.50970  0.12
H -0.09995 -0.19875 2.32279  0.12
H 3.53719 9.19388 4.51158  0.08
H 1.54013 2.75376 2.20185  0.06
H 3.68806 4.29386 0.87934  0.07
H -0.37033 -3.17628 -6.72933  0.07
H -1.60959 3.45120 1.82218  0.12
H 0.73315 -4.41942 -7.39747  0.08
H -0.49201 3.20409 3.73833  0.11
H 2.20522 7.46907 3.24948  0.11
H -2.97712 -1.76946 0.56756  0.11
H 5.37483 4.66095 1.35717  0.08
H -5.28689 0.15847 2.06720  0.14
H 1.65373 2.31730 3.88657  0.08
H -1.29992 -0.69258 -3.90670  0.09
H 1.18598 -3.51572 -5.92495  0.08
H 0.33093 0.54804 0.33941  0.15
H 3.12762 8.51547 2.18016  0.12
H 5.02955 8.52674 3.82175  0.09
H -1.66811 -2.41232 2.67128  0.14
H -1.71920 -7.54520 -5.99061  0.12
H 4.54174 3.24543 2.04993  0.08
H 0.61785 -3.91188 -0.26730  0.09
H -3.94424 -5.61155 -5.13345  0.08
H -2.06210 0.26825 3.18314  0.19
H -0.32982 2.60710 1.01127  0.11
H 1.18508 -3.91980 3.57104  0.14
H -1.51508 1.66475 -0.69498  0.14
H 1.39881 1.06060 2.70021  0.06

Forces on atoms 1 to 6 (eV/Å):
S 0.163 0.220 -0.373
S -0.093 0.211 -0.549
O 0.044 -0.133 -0.053
O -2.001 -1.229 0.973
O 0.271 0.467 -0.409
O -0.063 -0.096 0.184

As for the orbital gap: 9.93 eV. The highest occupied orbital energy is -0.462 hartree. Its charge is +1. For the calculated total energy, the calculation gives -2581.46929 Eh. As for the spin multiplicity: 1.

(2)
Below is C19H40Ca3NO14P2 as an isolated structure, with properties calculated with ωB97M-V/def2-TZVPD.

Each line ends with the Löwdin charge.
Geometry (Å):
Ca 0.70469 -0.64727 -0.86228  1.45
Ca -0.72282 -0.96514 2.64563  1.36
Ca 2.15908 -2.01615 4.19629  1.45
P -0.53915 -1.95927 5.32626  -0.07
P 1.96546 -0.96239 1.58874  -0.01
O 2.52059 -1.22993 0.17650  -0.47
O 1.12085 -2.17359 2.18518  -0.60
O -1.62459 -0.70489 -1.67775  -0.11
O -1.53458 -1.35214 0.37720  -0.12
O 1.11463 -2.73770 -2.04975  -0.27
O 0.76502 0.01965 1.26870  -0.61
O -0.01472 1.66804 -0.84782  -0.29
O 2.94822 -0.61287 2.70930  -0.49
O -3.53061 -1.47741 -0.72763  0.11
O 0.56554 -3.10958 5.42776  -0.59
O -1.02559 -1.70768 6.70584  -0.39
O 0.39699 -0.85484 4.66832  -0.67
O 1.88068 -0.02387 -2.84088  -0.26
O -1.64543 -2.14679 4.22794  -0.54
N -2.06593 1.18637 2.91146  -0.24
C -3.21680 0.54291 3.60072  -0.24
C 0.68869 -3.75739 -1.10996  -0.14
C 3.28948 -0.27101 -2.78632  -0.19
C -0.14615 3.92298 -1.60449  -0.14
C -2.39186 1.83526 1.64563  -0.24
C 0.70764 -5.07182 -1.93138  -0.14
C 0.00238 2.50179 3.43315  -0.07
C 1.53655 0.51488 -4.12334  -0.19
C 3.87226 0.38758 -4.04108  -0.14
C -0.75900 2.51235 -1.75601  -0.16
C 1.73186 -3.34543 -3.16876  -0.20
C -2.97002 3.24821 1.72493  -0.07
C 0.88721 -4.59340 -3.36173  -0.16
C 1.11806 2.38441 -0.33572  -0.19
C -1.34764 1.97780 3.88479  -0.28
C -2.20629 -1.17974 -0.65665  -0.78
C 1.30295 3.49310 -1.35019  -0.16
C -4.03949 -0.39298 2.74535  -0.09
C 2.71264 0.18167 -5.02298  -0.16
H -3.04701 1.20739 1.04884  0.10
H -0.07315 3.13610 2.55043  0.05
H 0.52855 3.02297 4.23438  0.08
H -4.96090 -0.63070 3.29108  0.08
H 2.71896 -0.85437 -5.35682  0.11
H -0.61391 2.13906 -2.77297  0.11
H -4.36848 -0.00583 1.78239  0.06
H -0.17547 -5.66744 -1.71240  0.11
H -3.60645 -1.39008 2.63362  0.07
H 1.99346 4.26622 -1.00073  0.12
H 4.73123 -0.17716 -4.40605  0.11
H -1.20415 1.41727 4.81052  0.12
H -0.52572 4.40561 -0.70295  0.11
H -0.29404 4.52374 -2.49815  0.11
H -3.66300 -1.29479 -1.66558  0.11
H -3.99644 3.23328 2.10967  0.07
H 1.60912 -5.60517 -1.62676  0.11
H 3.53729 -1.32499 -2.65616  0.11
H 0.65130 1.64041 3.24808  0.06
H 2.81209 -3.43112 -3.01757  0.13
H 1.33291 -5.33504 -4.02554  0.11
H -3.06569 3.70984 0.73717  0.06
H -3.86677 1.38593 3.90018  0.12
H -0.08261 -4.30142 -3.76770  0.12
H 3.71470 0.17422 -1.88293  0.12
H 2.68610 0.87657 -5.86342  0.11
H -2.39120 3.92764 2.35026  0.06
H -0.24129 -3.43746 -0.64398  0.12
H 1.58691 -2.65378 -4.00399  0.11
H 1.73400 3.14261 -2.29328  0.10
H -2.94922 -0.04120 4.48091  0.11
H 1.44875 -3.87505 -0.33578  0.12
H -1.95259 2.84182 4.23419  0.11
H 0.56192 0.14193 -4.44299  0.13
H 2.04367 1.80261 -0.36816  0.12
H 0.84785 2.65495 0.68115  0.11
H -1.44856 1.86515 1.08953  0.09
H 4.14359 1.42481 -3.86203  0.11
H -1.79457 2.39885 -1.44100  0.12
H 1.42803 1.60288 -4.03044  0.11

Forces on atoms 1 to 6 (eV/Å):
Ca -1.610 0.109 -0.384
Ca -0.925 -0.165 -0.021
Ca -1.191 -0.987 1.331
P 1.280 -2.084 0.813
P -1.498 -0.740 0.168
O 1.126 -0.350 0.549

As for the orbital gap: 5.23 eV. The energy relative to the best compared isomer or geometry (same formula, charge and spin) comes out at 0.00 kcal/mol. The highest occupied orbital energy is -0.130 hartree. Its charge is -1. For the calculated total energy, the calculation gives -4572.39176 Eh. As for the spin multiplicity: 1.

(3)
Below is C19H40FeNP3S as an isolated structure, with properties calculated with ωB97M-V/def2-TZVPD.

Each line ends with the Löwdin charge.
Geometry (Å):
Fe -0.21460 0.00144 0.48574  0.14
S 0.64712 -0.00608 -2.72158  0.89
P 1.64372 1.26562 0.07026  0.74
P -1.54160 1.78508 0.84189  0.74
P -1.92488 -1.39712 1.62559  0.81
N 0.27296 0.18095 2.37490  -0.02
C 1.39755 2.50331 -1.28121  -0.29
C -2.26459 -1.19852 3.43362  -0.22
C 2.38397 2.36207 1.33368  -0.21
C -0.89222 3.49081 1.04434  -0.23
C 1.07130 -0.94273 -6.65577  0.01
C 1.36755 -2.15963 1.13711  -0.05
C 3.06226 0.20646 -0.37344  -0.25
C -2.63693 1.90674 2.31180  -0.23
C 0.63812 0.35360 3.47080  -0.15
C 1.85756 -2.08993 -6.67707  0.06
C 1.02567 -0.92342 -4.19714  -0.48
C -1.63639 -3.19496 1.67110  -0.25
C 1.86822 -2.04227 -4.22786  -0.03
C -2.65926 1.91931 -0.60256  -0.22
C 1.19980 0.36357 4.78602  0.01
C -3.63407 -1.29042 0.92435  -0.24
C 0.63683 -0.37905 -5.45054  0.02
C 0.99711 -2.27689 -0.18229  -0.13
C 2.29411 -2.60447 -5.44230  0.07
H 0.78020 -0.48544 -7.62811  0.16
H 1.29201 3.48120 -0.81218  0.04
H -1.77439 4.13882 1.14737  0.07
H 2.74241 -0.60631 -1.03221  -0.01
H -2.05609 2.02782 -1.50998  0.04
H 2.27119 -1.64525 1.50676  0.07
H -0.30332 3.56372 1.96768  0.05
H 3.49071 -0.20906 0.54956  0.06
H -2.02398 1.86595 3.22207  0.05
H -1.14868 -3.54985 0.76086  0.03
H 3.29865 2.77297 0.87474  0.08
H 1.70678 -2.43635 -1.00989  0.06
H 0.00083 0.50980 -5.46759  0.14
H 0.50164 2.32147 -1.90647  -0.01
H -0.08539 -2.41190 -0.44820  0.04
H -4.16187 -0.37846 1.23350  0.04
H 2.28332 2.49310 -1.92770  0.06
H 0.49911 0.80122 5.50200  0.12
H 2.16154 -2.59082 -7.60514  0.16
H 2.64704 1.81876 2.24324  0.04
H -3.11755 2.89171 2.27215  0.07
H 1.42884 -0.66173 5.10967  0.12
H -4.20186 -2.16937 1.25523  0.06
H -2.60510 -3.68816 1.79583  0.07
H -3.28295 1.02395 -0.69166  0.03
H 3.82188 0.80865 -0.87510  0.07
H 2.95594 -3.45903 -5.39489  0.15
H -0.99835 -3.43915 2.52788  0.06
H -0.28591 -0.57846 -1.72033  -0.04
H -1.39533 -1.52069 4.03332  0.05
H 1.71061 3.19526 1.57686  0.04
H -3.29039 2.80331 -0.46397  0.07
H 2.15324 -2.40709 -3.25765  0.10
H -0.30074 3.83518 0.19461  0.03
H -3.56939 -1.30147 -0.17487  0.05
H 2.13510 0.93916 4.82090  0.11
H -3.11599 -1.85822 3.67007  0.08
H 0.81421 -2.70343 1.89535  0.05
H -2.52430 -0.16861 3.71080  0.03
H -3.41298 1.14331 2.35605  0.02

Forces on atoms 1 to 6 (eV/Å):
Fe -0.276 -1.956 0.607
S -1.199 0.095 0.264
P 1.709 1.277 -0.942
P -1.828 2.184 -0.077
P -1.557 -0.780 0.436
N 1.584 0.847 4.172

As for the orbital gap (alpha / beta): 6.46 / 4.87 eV. The energy relative to the best compared isomer or geometry (same formula, charge and spin) comes out at 31.49 kcal/mol. As for the expectation value of S²: 8.794. The highest occupied orbital energy (alpha / beta) is -0.581 / -0.658 hartree. Its charge is +3. For the calculated total energy, the calculation gives -3487.54323 Eh. As for the spin multiplicity: 6.